Entry 1:
The following is a quantum chemistry calculation of a cluster of 2 separate species, C5H12O3 in total, from the OMol25 dataset.

Calculated values
Structure (SMILES): O=CCCCCO.O
LUMO level, Eh: 0.01254
HOMO, eV: -9.63
Electronic energy, eV: -11520.71072

```
! RIJCOSX wB97M-V def2-TZVPD def2/J DEFGRID3
* xyz 0 1
O -0.6233 -0.9514 3.4133
C -0.4426 -0.3274 2.4088
C -1.3000 -0.6656 1.1422
C -0.5393 -0.4347 -0.1295
C -0.8196 1.0306 -0.6696
C -0.3294 1.3294 -2.1037
O 0.1998 0.1965 -2.7989
H 0.3092 0.4501 2.1595
H -1.6038 -1.7138 1.2412
H -2.2686 -0.1863 1.3123
H 0.5420 -0.3973 -0.0498
H -0.8874 -1.1030 -0.9136
H -0.3256 1.6816 0.0525
H -1.9113 1.0646 -0.6874
H -1.2733 1.5506 -2.5989
H 0.3374 2.1854 -2.2374
H 1.0626 0.0493 -2.4035
O 2.9197 -0.2635 -0.5153
H 3.2332 -1.1755 -0.4481
H 3.3496 0.1326 0.2466
*
```

Entry 2:
The following is a quantum chemistry calculation of a structure of composition C32H22BBrF9N4O4PS3Se3Te2Ti, from the OMol25 dataset.

Calculated values
LUMO level (alpha / beta), Eh: 0.10720 / 0.10707
HOMO (alpha / beta), eV: -2.05 / -2.05
Electronic energy, eV: -418393.51917

```
! RIJCOSX wB97M-V def2-TZVPD def2/J DEFGRID3
* xyz -2 1
Ti 0.0639 0.6517 -0.7761
Se -1.1299 2.0256 0.4153
Te -1.5482 5.2024 3.7883
Te -0.7876 3.4991 2.0928
Se 0.7286 2.0439 0.7963
C -1.1608 5.9659 -0.7766
N 0.1945 5.6072 -1.1188
C 1.2504 5.9118 -0.2876
C 2.3478 5.3117 -0.8241
N 1.9743 4.5875 -1.9464
B 3.0166 3.6168 -2.5825
N 2.5181 2.2862 -3.4081
C 2.4119 2.3587 -4.7773
C 2.9441 1.2625 -5.3489
N 3.4106 0.4518 -4.3380
C 4.0320 -0.8272 -4.3297
C 3.0607 1.0720 -3.2005
S 3.3416 0.1953 -1.7975
C 0.6319 4.7784 -2.1013
S -0.3843 4.0144 -3.2278
H -1.1804 6.3494 0.2836
H -1.8053 5.0539 -0.7622
H -1.5617 6.6935 -1.4795
H 1.0119 6.3044 0.7149
H 3.3697 5.3183 -0.5037
H 3.6982 4.1818 -3.3950
H 3.7169 3.1720 -1.6950
H 1.9598 3.2277 -5.2142
H 3.0231 0.9588 -6.3746
H 4.2131 -1.1542 -5.3502
H 3.3930 -1.5763 -3.8481
H 5.0046 -0.7924 -3.8151
F -7.1502 -2.5700 -1.0375
C -5.9572 -2.2246 -0.5415
C -5.4961 -2.8182 0.6272
F -6.2371 -3.7513 1.2373
C -4.2596 -2.4486 1.1336
F -3.8470 -3.0170 2.2681
C -3.4421 -1.5180 0.4940
P -1.6946 -1.2876 1.1256
C -1.2978 -3.0691 1.1430
C -0.9081 -3.7454 2.2955
C -0.4119 -5.0339 2.2146
C -0.3311 -5.6761 0.9885
C -0.7918 -5.0397 -0.1530
C -1.2622 -3.7395 -0.0799
C -1.9978 -0.6191 2.8195
C -0.9504 -0.7216 3.7375
C -0.7372 0.2432 4.7130
C -1.5260 1.3839 4.7222
C -2.6884 1.4202 3.9267
C -2.9319 0.4221 2.9900
C -3.9275 -0.9266 -0.6764
Br -2.9473 0.3483 -1.6750
C -5.1781 -1.2760 -1.1822
F -5.6286 -0.7202 -2.3101
H -0.9951 -3.2628 3.2560
H -0.0671 -5.5270 3.1141
H 0.0940 -6.6687 0.9221
H -0.7532 -5.5480 -1.1089
H -1.5558 -3.2302 -0.9931
H -0.2045 -1.4909 3.5997
H 0.1200 0.1592 5.3660
H -1.1936 2.3482 5.1616
H -3.2045 2.4121 3.8769
H -3.7380 0.5701 2.2771
O 0.0392 0.8975 -2.5570
S 0.0892 -0.6170 -2.7151
O 1.3946 -0.9793 -3.1764
O -0.1424 -1.0300 -1.2914
O -1.0093 -1.0444 -3.5115
F 4.1358 -4.3654 3.2437
C 3.3143 -3.4393 2.6961
C 3.0438 -2.2517 3.3576
F 3.6334 -2.0094 4.5502
C 2.1603 -1.3456 2.7868
F 1.9729 -0.1797 3.4456
C 1.4641 -1.5566 1.5897
Se 2.1740 0.9612 -0.3277
C 1.8689 -2.7162 0.9371
F 1.4400 -2.9848 -0.3330
C 2.7418 -3.6614 1.4582
F 3.0185 -4.8075 0.7827
*
```

The records above yield energy relative to the best compared isomer or geometry (same formula, charge and spin) values of 47.4 405.6 kcal/mol, respectively.